[1]
{"formula": "C12H19BaIO3", "method": "the ωB97M-V functional and the def2-TZVPD basis", "e_tot_ev": -27664.7868, "molar_mass_da": 475.51, "total_charge": 2, "e_homo_ev": -13.86, "species": ["C", "C", "C", "C", "C", "C", "I", "C", "C", "C", "O", "O", "C", "C", "O", "C", "H", "H", "H", "H", "H", "H", "H", "H", "H", "H", "H", "H", "H", "H", "H", "H", "H", "H", "H", "Ba"], "positions_angstrom": [[2.820, -2.552, 1.855], [2.069, -2.222, 0.974], [1.338, -1.921, -0.325], [2.136, -0.810, -1.052], [1.403, 0.474, -1.550], [0.109, 0.878, -0.789], [-0.468, 2.819, -1.703], [0.097, 0.819, 0.721], [1.322, 1.546, 1.466], [1.931, 2.827, 0.733], [2.618, 1.413, 0.853], [-0.871, 0.019, -1.368], [-1.973, -0.406, -0.580], [-3.055, 0.688, -0.198], [-3.653, 0.212, 1.017], [-4.567, -0.860, 0.780], [3.670, -2.871, 2.450], [0.297, -1.696, -0.063], [1.325, -2.865, -0.908], [2.616, -1.307, -1.980], [3.036, -0.492, -0.397], [2.150, 1.294, -1.627], [1.091, 0.300, -2.603], [-0.745, 1.405, 1.145], [0.086, -0.152, 1.247], [1.268, 1.600, 2.578], [2.701, 3.239, 1.405], [2.036, 2.874, -0.350], [-1.751, -1.070, 0.286], [-2.551, -1.085, -1.247], [-2.616, 1.661, 0.066], [-3.830, 0.734, -0.985], [-4.735, -1.087, -0.290], [-4.228, -1.793, 1.282], [-5.555, -0.615, 1.222], [4.482, -0.998, -2.063]], "forces_ev_per_angstrom": [[0.760, -0.004, -0.484], [-0.034, -0.237, -1.134], [0.563, -0.818, 1.792], [-0.661, 0.048, -0.056], [0.624, -0.078, -0.840], [-0.822, -0.756, -1.134], [0.216, -0.024, 0.384], [1.670, 2.102, 2.830], [0.265, 1.847, -3.326], [2.522, -4.090, 2.025], [-1.424, -0.860, 1.047], [0.811, -0.400, 0.696], [-2.126, -0.358, -0.717], [0.540, -1.108, 1.264], [-0.171, 0.042, -0.957], [-0.727, -0.624, 0.572], [-0.894, 0.217, 0.156], [0.391, 0.252, -0.643], [-0.075, 0.591, 0.198], [-3.853, 0.084, 1.302], [-1.652, -0.254, -0.129], [-0.550, -0.319, 0.356], [-0.164, 0.038, 0.693], [0.120, -0.607, -0.501], [-0.294, 0.040, -0.919], [0.148, -0.183, -1.007], [-1.175, 1.509, -0.654], [-1.070, 1.259, 0.491], [0.338, 0.907, -0.184], [0.738, 0.298, 0.162], [-0.285, -0.275, -0.445], [0.565, 0.427, 0.202], [0.213, 0.265, 0.400], [-0.007, 0.554, -0.326], [0.571, 0.016, -0.242], [4.929, 0.501, -0.873]], "lowdin_charge": [0.14, -0.12, -0.14, -0.41, -0.22, -0.76, 1.04, -0.12, -0.19, 0.02, -0.21, -0.22, -0.18, -0.18, -0.20, -0.10, 0.06, 0.09, 0.14, -0.11, 0.02, 0.09, 0.13, 0.13, 0.12, 0.16, 0.12, 0.03, 0.13, 0.14, 0.08, 0.13, 0.09, 0.10, 0.10, 2.09]}

[2]
{"formula": "C12H19Br3Cl6O4", "method": "the ωB97M-V functional and the def2-TZVPD basis", "e_tot_ev": -306192.3701, "molar_mass_da": 679.71, "total_charge": 1, "s2": 0.76, "spin_multiplicity": 2, "e_above_lowest_kcal_mol": 26.4, "e_homo_ev": [-12.51, -12.50], "species": ["O", "C", "O", "C", "C", "C", "H", "H", "H", "H", "H", "H", "O", "C", "O", "C", "C", "C", "H", "H", "H", "H", "H", "H", "C", "Cl", "Cl", "H", "H", "C", "Cl", "Cl", "H", "H", "C", "Cl", "Cl", "H", "H", "C", "Br", "Br", "Br", "H"], "positions_angstrom": [[-1.709, -1.252, -0.743], [-1.992, -2.507, -0.670], [-0.986, -3.421, -0.512], [-1.517, -4.773, -0.512], [-2.949, -4.617, -0.986], [-3.359, -3.153, -0.594], [-1.450, -4.997, 0.553], [-0.859, -5.440, -1.069], [-3.454, -5.490, -0.572], [-3.059, -4.776, -2.059], [-3.774, -2.943, 0.392], [-4.127, -2.795, -1.280], [-3.213, 4.302, 2.007], [-2.359, 4.144, 2.915], [-2.732, 4.001, 4.256], [-1.627, 3.926, 5.071], [-0.597, 3.308, 4.231], [-0.925, 3.942, 2.914], [-1.760, 3.328, 5.973], [-1.362, 4.944, 5.355], [-0.877, 2.260, 4.331], [0.405, 3.524, 4.603], [-0.706, 3.227, 2.122], [-0.550, 4.959, 2.798], [2.485, 1.712, -5.715], [3.389, 0.167, -5.902], [3.259, 2.949, -6.675], [1.424, 1.616, -5.946], [2.551, 2.016, -4.670], [1.647, -3.288, -3.518], [1.940, -3.131, -1.758], [3.254, -3.198, -4.167], [1.276, -4.292, -3.723], [1.165, -2.381, -3.881], [3.688, 0.950, 2.662], [2.104, 1.053, 3.569], [4.638, 2.324, 2.840], [4.268, 0.116, 3.056], [3.522, 0.872, 1.587], [0.915, 0.414, -1.200], [0.270, 1.057, -2.993], [0.296, 1.575, 0.226], [2.925, 0.359, -1.273], [0.520, -0.590, -1.042]], "forces_ev_per_angstrom": [[-0.920, -4.902, 0.142], [2.016, 4.244, 0.288], [-1.096, 1.509, -1.038], [0.091, 1.058, 0.848], [-0.292, -0.797, 0.470], [0.486, -1.269, -0.822], [-0.281, -0.705, -0.070], [-0.132, 0.239, -0.147], [-0.716, 0.477, 0.336], [0.266, 0.410, -0.112], [0.250, -0.491, 0.279], [0.493, 0.406, -0.159], [3.584, -0.422, 3.372], [-5.422, -0.479, -0.821], [-2.438, 0.353, -1.986], [0.781, 1.181, 1.964], [0.836, -0.047, 0.492], [1.303, -0.783, -1.409], [-0.694, 0.204, -0.037], [0.126, 0.157, 0.338], [0.696, -0.356, -0.859], [0.018, -0.340, -0.158], [0.365, 0.757, -0.510], [0.847, -0.196, -0.291], [0.405, -0.166, 0.563], [-0.716, 0.313, 0.239], [-0.186, 0.301, -0.208], [0.287, -0.257, -0.498], [0.222, -0.131, -0.120], [1.109, 0.287, 0.680], [-0.845, 0.022, 0.406], [1.064, -0.125, -1.222], [-0.546, 0.563, -0.042], [-0.685, -0.671, 0.108], [-0.793, -1.173, 0.110], [0.724, -0.156, -0.830], [1.112, 1.990, 0.432], [-0.540, -0.168, -0.102], [-0.529, -0.499, 0.219], [0.447, 0.465, -1.187], [0.463, -0.503, 1.878], [0.678, -0.597, -0.913], [-1.824, 0.272, 0.353], [-0.013, 0.024, 0.026]], "lowdin_charge": [-0.01, -0.38, -0.04, -0.14, -0.14, -0.04, 0.13, 0.13, 0.12, 0.12, 0.13, 0.13, 0.09, -0.40, 0.03, -0.24, -0.19, -0.11, 0.14, 0.14, 0.13, 0.12, 0.05, 0.16, -1.07, 0.48, 0.55, 0.02, -0.03, -0.97, 0.50, 0.52, 0.04, 0.02, -1.05, 0.50, 0.61, 0.04, -0.04, -1.42, 0.75, 0.91, 0.77, -0.06]}